# 1
C34H51F25NO5 | ωB97M-V/def2-TZVPD

Calculated values
2S+1   1
Charge   +1
LUMO level   -3.1 eV

Atoms and positions in Å:
C 3.63 1.71 4.19
C 3.57 1.93 2.54
C 2.03 1.56 2.10
C 1.84 1.17 0.52
C 2.65 -0.17 0.03
C 2.57 -1.45 1.04
C 1.41 -2.55 0.68
C -0.12 -1.95 0.59
C -1.02 -2.17 1.96
C -2.35 -3.14 1.68
C -3.48 -2.18 0.91
C -4.56 -1.75 2.06
N -5.51 -0.64 1.68
C -5.38 -0.14 0.25
C -6.45 1.11 -0.04
F -6.93 1.06 -1.44
C -5.41 0.44 2.74
C -3.96 1.22 2.77
C -4.09 2.77 3.29
C -2.58 3.25 3.82
O -1.91 4.12 2.84
C -1.64 3.42 1.57
O -2.10 3.91 0.41
H 4.69 1.97 4.62
H 3.29 0.60 4.49
H 2.87 2.43 4.75
H 4.37 1.26 1.99
H 3.72 3.09 2.37
H 1.36 2.52 2.34
H 1.59 0.70 2.80
H 0.69 1.16 0.29
H 2.29 2.08 -0.11
H 2.19 -0.51 -1.01
H 3.78 0.14 -0.21
H 2.46 -1.19 2.18
H 3.61 -2.03 0.93
H 1.43 -3.36 1.56
H 1.64 -3.12 -0.32
H -0.68 -2.58 -0.26
H -0.19 -0.83 0.27
H -0.40 -2.49 2.90
H -1.48 -1.10 2.21
H -2.73 -3.45 2.76
H -2.02 -4.05 1.02
H -2.84 -1.27 0.48
H -3.97 -2.84 0.07
H -5.22 -2.72 2.28
H -3.97 -1.55 3.08
H -6.49 -1.04 1.76
H -5.71 -0.99 -0.51
H -4.32 0.31 -0.01
H -5.80 2.11 0.11
H -7.30 1.18 0.77
H -6.34 1.19 2.75
H -5.49 -0.13 3.79
H -3.29 0.65 3.56
H -3.38 1.21 1.75
H -4.86 2.78 4.18
H -4.47 3.46 2.39
H -1.89 2.32 4.03
H -2.74 3.81 4.84
H -1.03 2.39 1.61
C 0.87 -4.77 -4.37
C 1.44 -4.32 -3.02
C 2.81 -4.90 -2.68
F 2.79 -6.24 -2.60
F 3.23 -4.44 -1.47
F 0.53 -4.58 -2.04
F 1.55 -2.95 -3.06
O -0.07 -5.84 -4.33
C 0.50 -7.15 -4.33
C 0.18 -7.93 -3.04
F 0.65 -7.29 -1.94
F 0.77 -9.16 -3.06
F 1.82 -7.06 -4.58
F -0.04 -7.79 -5.40
H 0.29 -3.92 -4.76
H 1.64 -4.93 -5.13
H 3.56 -4.60 -3.42
H -0.90 -8.07 -2.92
C 7.45 -2.93 -2.32
C 6.24 -3.25 -3.21
C 6.23 -4.64 -3.82
F 7.29 -4.86 -4.63
F 5.12 -4.83 -4.58
F 6.13 -2.29 -4.17
F 5.12 -3.11 -2.43
O 8.51 -2.20 -2.94
C 9.45 -2.99 -3.67
C 9.47 -2.66 -5.17
F 8.26 -2.87 -5.74
F 10.36 -3.46 -5.83
F 9.23 -4.30 -3.41
F 10.67 -2.70 -3.12
H 7.09 -2.26 -1.53
H 7.82 -3.81 -1.78
H 6.23 -5.41 -3.04
H 9.75 -1.62 -5.34
C -4.23 8.21 -0.34
C -2.83 8.54 0.21
C -2.36 7.62 1.33
F -3.16 7.68 2.42
F -1.12 7.98 1.75
F -2.80 9.84 0.59
F -1.95 8.43 -0.84
O -5.31 9.00 0.18
C -5.87 8.53 1.41
C -5.69 9.53 2.56
F -4.38 9.80 2.79
F -6.20 9.04 3.72
F -5.36 7.31 1.69
F -7.19 8.34 1.16
H -4.21 8.46 -1.41
H -4.46 7.14 -0.32
H -2.30 6.58 0.99
H -6.19 10.48 2.33

# 2
C34H39N10O4PSn | ωB97M-V/def2-TZVPD

Calculated values
2S+1   1
LUMO level   -0.2 eV
Energy relative to the best compared isomer or geometry (same formula, charge and spin)   0.3043 eV

Atoms and positions in Å:
Sn -0.17 0.88 -0.35
O -1.70 1.86 6.36
C -0.49 1.84 6.10
O 0.51 1.65 6.81
C -0.20 1.83 4.59
C 0.82 1.01 4.10
C 0.95 0.85 2.74
N 0.13 1.46 1.87
C -0.82 2.28 2.34
C -1.01 2.49 3.68
C -1.73 2.88 1.29
O -2.41 3.86 1.55
O -1.70 2.27 0.13
H 1.48 0.52 4.80
H 1.70 0.20 2.30
H -1.81 3.14 4.02
N -2.04 -3.14 0.11
P -2.70 -1.58 -0.25
C -4.40 -2.14 -0.66
C -4.94 -1.80 -1.90
C -6.23 -2.19 -2.24
C -6.99 -2.94 -1.35
C -6.46 -3.28 -0.11
C -5.18 -2.87 0.24
C -2.97 -0.89 1.43
C -3.82 0.21 1.56
C -4.00 0.82 2.79
C -3.31 0.35 3.91
C -2.45 -0.73 3.78
C -2.27 -1.35 2.54
C -0.70 -3.46 0.07
C -0.27 -4.79 0.24
C 1.07 -5.05 0.21
C 1.98 -4.00 0.01
C 1.46 -2.74 -0.14
N 0.15 -2.46 -0.11
H -2.67 -3.89 0.33
H -4.35 -1.22 -2.59
H -6.64 -1.91 -3.20
H -7.99 -3.24 -1.61
H -7.05 -3.84 0.60
H -4.80 -3.10 1.23
H -4.35 0.59 0.69
H -4.64 1.68 2.88
H -3.38 0.86 4.86
H -1.89 -1.07 4.64
H -1.59 -2.18 2.45
H -1.00 -5.58 0.39
H 1.43 -6.06 0.35
H 3.05 -4.18 -0.01
H 2.11 -1.88 -0.29
C -0.35 3.20 -6.07
N -0.03 2.06 -5.24
C -0.37 0.78 -5.83
C 0.04 2.12 -3.86
N -0.31 1.22 -3.04
N 0.61 3.31 -3.40
C 0.69 3.77 -2.10
N 0.96 5.12 -2.05
N 0.59 3.03 -1.06
H 0.32 3.26 -6.93
H -0.30 4.14 -5.52
H -1.38 3.12 -6.45
H -0.09 0.80 -6.88
H -1.44 0.57 -5.77
H 0.18 -0.02 -5.35
H -0.81 0.46 -3.49
H 1.06 3.89 -4.09
H 0.62 5.69 -2.81
H 0.89 5.55 -1.15
H 0.56 3.60 -0.22
N 2.69 1.00 -0.11
C 3.84 0.87 -0.12
N 5.15 0.70 -0.11
C 5.89 0.93 1.14
C 6.00 -0.37 1.96
C 5.86 -1.59 1.04
C 6.53 -1.33 -0.30
C 5.77 -0.23 -1.06
H 5.39 1.72 1.70
H 6.88 1.30 0.86
H 5.24 -0.39 2.74
H 6.97 -0.39 2.45
H 4.80 -1.82 0.88
H 6.29 -2.47 1.52
H 6.56 -2.23 -0.92
H 7.57 -1.02 -0.14
H 4.97 -0.67 -1.66
H 6.43 0.32 -1.73

# 3
BF4H20O10 | ωB97M-V/def2-TZVPD

Calculated values
2S+1   1
Charge   -1
LUMO level   2.4 eV
Energy relative to the best compared isomer or geometry (same formula, charge and spin)   2.2488 eV

Atoms and positions in Å:
B 21.19 -1.75 7.06
F 20.69 -2.95 6.91
F 21.79 -1.71 8.34
F 22.20 -1.58 6.13
F 20.30 -0.75 6.94
O 21.09 -5.92 10.48
H 20.38 -6.04 11.11
H 20.87 -5.11 10.02
O 18.69 3.12 9.19
H 18.94 2.59 8.44
H 19.52 3.28 9.65
O 22.95 0.99 2.38
H 23.08 0.40 3.12
H 23.20 0.47 1.61
O 17.36 -2.62 4.23
H 18.02 -2.41 4.89
H 16.74 -1.89 4.27
O 17.32 -0.76 10.53
H 17.65 -0.98 9.66
H 17.97 -0.15 10.88
O 26.71 -2.04 8.89
H 25.99 -2.03 8.26
H 26.47 -2.73 9.51
O 22.03 -4.70 3.29
H 21.71 -4.22 4.05
H 21.52 -4.36 2.56
O 25.42 -5.16 11.25
H 24.51 -5.25 10.97
H 25.60 -5.96 11.74
O 15.52 0.87 5.07
H 14.62 1.20 4.99
H 16.07 1.65 4.99
O 24.91 2.16 7.24
H 24.37 1.38 7.16
H 25.64 2.01 6.64

# 4
C7H17ISi | ωB97M-V/def2-TZVPD

Calculated values
2S+1   1
LUMO level (alpha / beta)   -0.4 / 0.5 eV
Energy relative to the best compared isomer or geometry (same formula, charge and spin)   1.5192 eV

Atoms and positions in Å:
C -1.42 3.14 -0.11
C -1.48 -0.14 -1.14
C -1.76 0.29 1.31
C 1.93 -2.13 -1.52
C 2.11 -2.44 1.58
C -0.38 1.92 -0.16
C -0.97 0.53 0.03
Si 1.93 -1.09 0.24
I 3.52 0.76 0.08
H -1.88 3.34 0.98
H -0.90 4.13 -0.28
H -2.41 3.08 -0.68
H -1.42 -1.25 -1.18
H -2.49 0.19 -1.29
H -0.99 0.22 -1.98
H -1.80 -0.75 1.40
H -1.24 0.84 2.21
H -2.71 0.61 1.02
H 2.21 -3.09 -1.40
H 0.92 -2.10 -1.94
H 2.49 -1.58 -2.17
H 2.77 -2.23 2.44
H 1.08 -2.81 1.85
H 2.52 -3.37 1.26
H 0.00 1.92 -1.18
H 0.41 2.04 0.62

# 5
C8H8N2O5SSn | ωB97M-V/def2-TZVPD

Calculated values
2S+1   1
Charge   +2
LUMO level (alpha / beta)   -9.7 / -9.6 eV

Atoms and positions in Å:
O 0.12 -5.12 -2.13
C 0.32 -4.02 -1.98
Sn 0.85 -1.20 -1.61
O 2.87 -1.17 -3.90
C 2.10 -1.22 -3.04
C 1.18 0.59 -1.37
O 1.39 1.72 -1.22
C 2.25 -1.60 -0.37
O 3.10 -1.79 0.38
C -0.55 -0.76 -2.83
O -1.38 -0.43 -3.56
C -0.40 0.95 3.20
N -0.05 0.07 2.10
C -0.77 -0.03 0.87
S -0.83 -1.49 0.15
N -1.58 1.02 0.32
C -1.41 2.43 0.60
H -1.33 1.52 3.01
H 0.44 1.63 3.43
H -0.62 0.33 4.09
H 0.67 -0.64 2.30
H -2.26 0.78 -0.41
H -1.21 2.97 -0.35
H -2.35 2.83 1.05
H -0.55 2.63 1.26

# 6
C5H13NP | ωB97M-V/def2-TZVPD

Calculated values
2S+1   1
Charge   +1
SMILES   C[C@H]1C[NH2+][C@H](C)P1
LUMO level   -3.4 eV
Energy relative to the best compared isomer or geometry (same formula, charge and spin)   1.4876 eV

Atoms and positions in Å:
C 1.55 1.95 0.31
C 0.96 0.64 0.79
C -0.54 0.83 1.24
N -1.14 -0.40 0.41
C -0.43 -0.55 -0.84
C -1.05 -1.87 -1.60
P 1.47 -0.82 -0.52
H 1.35 2.77 1.09
H 2.57 1.74 0.08
H 1.08 2.24 -0.61
H 1.34 0.32 1.74
H -1.04 1.69 0.74
H -0.81 0.84 2.27
H -2.15 -0.34 0.32
H -0.93 -1.30 0.89
H -0.36 0.41 -1.33
H -0.97 -1.65 -2.64
H -0.36 -2.62 -1.41
H -2.05 -2.15 -1.43
H 1.52 -1.74 0.51

# 7
C22H26N5OS | ωB97M-V/def2-TZVPD

Calculated values
2S+1   1
Charge   +1
LUMO level   -3.0 eV

Atoms and positions in Å:
C 3.95 3.44 7.28
C 2.93 2.91 6.29
H 2.43 2.01 6.69
H 2.17 3.67 6.07
O 3.63 2.57 5.10
C 2.96 2.06 4.05
C 1.59 1.83 4.00
C 1.01 1.29 2.86
C 1.79 0.98 1.75
C 3.16 1.24 1.79
C 3.74 1.76 2.92
H 4.80 1.95 2.96
H 3.77 1.01 0.93
C 1.21 0.45 0.52
C 1.35 1.04 -0.69
S 0.59 0.14 -1.94
C 0.06 -1.05 -0.79
N 0.48 -0.73 0.45
C 0.20 -1.52 1.63
H 0.81 -1.12 2.44
C -1.28 -1.47 2.02
H -1.90 -1.94 1.27
H -1.61 -0.44 2.15
H -1.42 -2.00 2.96
H 0.50 -2.56 1.46
C -0.60 -2.23 -1.19
C -1.24 -2.44 -2.44
N -1.28 -3.64 -3.05
N -2.02 -3.61 -4.16
C -2.45 -2.39 -4.27
N -2.01 -1.62 -3.21
C -2.46 -0.27 -2.97
H -2.10 0.03 -1.98
C -1.98 0.70 -4.05
C -2.82 0.63 -5.33
C -2.69 -0.69 -6.09
H -3.21 -0.58 -7.05
H -1.64 -0.89 -6.31
C -3.31 -1.88 -5.36
H -3.45 -2.71 -6.05
H -4.28 -1.60 -4.96
H -2.49 1.44 -5.99
H -3.86 0.81 -5.09
H -2.04 1.71 -3.65
H -0.93 0.50 -4.29
H -3.55 -0.28 -2.94
H -0.85 -4.50 -2.73
C -0.50 -3.42 -0.44
N -0.47 -4.44 0.08
H 1.84 1.97 -0.91
H -0.06 1.15 2.84
H 0.96 2.06 4.84
H 4.45 4.31 6.87
H 4.70 2.68 7.49
H 3.45 3.71 8.21

# 8
C10H16O | ωB97M-V/def2-TZVPD

Calculated values
2S+1   1
SMILES   Cc1ccc(O)cc1.CCC
LUMO level   0.8 eV
Energy relative to the best compared isomer or geometry (same formula, charge and spin)   1.5847 eV

Atoms and positions in Å:
C 1.37 -2.82 1.87
C 0.31 -2.18 1.00
C -0.91 -2.77 0.74
C -1.83 -2.10 -0.07
C -1.54 -0.86 -0.56
O -2.40 -0.27 -1.47
C -0.36 -0.16 -0.22
C 0.55 -0.86 0.55
H 2.35 -2.74 1.41
H 1.04 -3.82 2.14
H 1.52 -2.23 2.78
H -1.05 -3.76 1.16
H -2.68 -2.60 -0.51
H -2.65 0.60 -1.19
H -0.07 0.76 -0.72
H 1.41 -0.35 0.96
C 2.23 2.74 -1.14
C 1.20 3.85 -0.98
C 0.48 3.60 0.41
H 3.21 3.20 -1.33
H 2.33 2.09 -0.27
H 2.16 1.95 -1.90
H 1.57 4.86 -0.87
H 0.46 3.80 -1.79
H 0.33 2.54 0.50
H 1.10 4.06 1.18
H -0.51 4.07 0.46

# 9
C11H13Br9N2 | ωB97M-V/def2-TZVPD

Calculated values
2S+1   1
LUMO level   -1.1 eV
Energy relative to the best compared isomer or geometry (same formula, charge and spin)   1.5980 eV

Atoms and positions in Å:
N -4.39 -0.57 3.59
C -3.13 -1.05 3.65
C -2.35 -0.22 2.91
C -3.19 0.93 2.37
C -4.45 0.58 2.86
H -5.22 -1.01 3.95
H -2.81 -1.88 4.26
H -1.32 -0.46 2.69
H -3.05 1.67 1.59
H -5.40 1.07 2.74
N 1.11 0.01 -2.81
C 1.60 -0.20 -4.06
C 2.49 -1.29 -3.88
C 2.68 -1.54 -2.56
C 1.82 -0.73 -1.86
H 0.31 0.60 -2.63
H 1.30 0.37 -4.93
H 2.91 -1.88 -4.68
H 3.33 -2.32 -2.19
H 1.57 -0.72 -0.81
C 4.85 -1.65 1.08
Br 4.35 -3.57 0.81
Br 6.55 -1.06 0.40
Br 4.69 -1.38 3.08
H 4.12 -1.00 0.59
C 1.07 2.24 1.43
Br 2.98 1.74 0.98
Br 0.75 2.24 3.45
Br -0.19 1.02 0.37
H 0.93 3.26 1.08
C -2.69 1.45 -2.52
Br -4.48 2.22 -2.67
Br -1.76 1.81 -4.28
Br -2.85 -0.59 -2.28
H -2.11 1.90 -1.72

# 10
C4H12S | ωB97M-V/def2-TZVPD

Calculated values
2S+1   1
SMILES   CCS.CC
LUMO level   0.9 eV
Energy relative to the best compared isomer or geometry (same formula, charge and spin)   2.3841 eV

Atoms and positions in Å:
C 0.94 1.89 0.21
C 0.94 0.60 -0.69
S -0.39 0.50 -1.96
H 0.59 2.83 -0.30
H 1.90 2.20 0.48
H 0.37 1.54 1.05
H 2.00 0.61 -1.20
H 1.15 -0.11 0.22
H -1.51 -0.04 -1.52
C -0.41 -1.11 2.53
C -0.70 -2.17 1.34
H -0.11 -0.03 2.48
H -1.31 -1.17 3.13
H 0.40 -1.72 3.10
H -0.31 -3.16 1.93
H -1.63 -2.06 1.00
H 0.08 -2.13 0.61

# 11
C15H30O4 | ωB97M-V/def2-TZVPD

Calculated values
2S+1   1
SMILES   CCCCCCCCCCCC(=O)OC[C@@H](O)CO
LUMO level   0.8 eV
Energy relative to the best compared isomer or geometry (same formula, charge and spin)   0.1124 eV

Atoms and positions in Å:
C -4.33 1.68 -3.25
C -4.75 0.32 -2.71
C -5.09 0.34 -1.22
C -3.88 0.62 -0.32
C -4.25 0.53 1.16
C -3.06 0.72 2.09
C -2.56 2.16 2.14
C -1.33 2.35 3.04
C 0.00 2.41 2.28
C 0.33 1.12 1.54
C 1.72 1.20 0.90
C 1.98 -0.08 0.14
O 1.59 -0.30 -0.99
O 2.64 -0.96 0.88
C 2.89 -2.25 0.33
C 4.28 -2.36 -0.33
O 4.46 -3.66 -0.81
C 4.47 -1.35 -1.48
O 3.55 -1.59 -2.51
H -5.10 2.42 -3.04
H -4.19 1.63 -4.32
H -3.40 2.02 -2.80
H -3.94 -0.40 -2.88
H -5.62 -0.03 -3.26
H -5.85 1.10 -1.03
H -5.52 -0.63 -0.94
H -3.49 1.61 -0.54
H -3.10 -0.11 -0.54
H -5.02 1.27 1.39
H -4.69 -0.46 1.35
H -3.35 0.43 3.11
H -2.25 0.05 1.78
H -2.32 2.51 1.13
H -3.38 2.79 2.50
H -1.43 3.29 3.60
H -1.29 1.54 3.77
H 0.79 2.63 3.00
H -0.04 3.24 1.57
H -0.40 0.94 0.76
H 0.31 0.28 2.24
H 1.75 2.03 0.20
H 2.49 1.32 1.66
H 2.12 -2.49 -0.41
H 2.83 -2.96 1.15
H 5.05 -2.19 0.43
H 4.07 -3.69 -1.70
H 4.40 -0.32 -1.10
H 5.46 -1.50 -1.91
H 2.69 -1.21 -2.26